22
Properties=species:S:1:pos:R:3:forces:R:3 method="wB97M-V/def2-TZVPD" homo_ev=-10.49 total_energy_ev=-6479.336 orbital_gap_ev=11.5336 smiles=CCC.CCC de_lowest_ev=2.322
C -0.79122 2.54489 -0.91749 2.0008 1.4085 1.9104
C 2.10722 -1.32008 0.75800 -0.9700 0.6651 -1.0055
H -2.36810 0.77063 -1.95985 -0.7422 -0.0034 -1.9974
H -3.35968 0.30288 -0.37949 1.3467 0.8010 -1.9533
C 2.49140 -2.59119 -0.07007 -0.4297 4.7123 -2.2955
H -0.97375 3.45784 -1.44981 0.3612 0.5763 -0.4117
C 0.69822 -1.27344 1.44968 1.6695 0.0370 1.1834
H -0.17356 2.77116 0.00493 0.0581 0.2889 -1.3910
H -2.87351 2.76441 -0.38785 -1.0775 0.8174 -0.7215
H -0.14874 1.88948 -1.53434 -0.9381 -0.1433 0.2692
H 0.05215 -2.08921 1.57367 0.1867 -2.6550 0.3764
C -2.37879 0.69762 -0.92572 -2.1097 -1.4965 4.3367
H 1.75234 -2.78582 -0.82624 -0.4138 -0.1210 -0.4117
H 0.88354 -0.93360 2.50270 -0.8296 0.5604 -1.1286
H 2.49538 -3.34580 0.56644 0.3099 -3.6757 2.7908
H 1.98212 -0.34456 0.21296 0.8951 -1.1326 -0.4327
H -1.73173 -0.20058 -0.67775 0.1466 1.5863 0.0023
C -2.06891 2.09470 -0.28967 0.4466 -3.4096 -3.2222
H 2.94444 -1.10563 1.41413 -0.2150 -0.1702 0.6380
H -0.01702 -0.80064 0.81116 -0.0524 1.8672 -0.0272
H 3.45265 -2.46834 -0.58573 -0.1533 -0.0673 0.3184
H -1.97445 1.96528 0.71033 0.5099 -0.4459 3.1728